Density functional theory data (ωB97M-V/def2-TZVPD) for a 2-piece molecular cluster, C7H12N4OS overall.

```
25
Properties=species:S:1:pos:R:3
S 3.422 0.636 0.814
O -4.224 0.322 0.354
N -0.754 -0.532 0.196
N 0.234 -1.237 0.844
N 1.039 1.057 -0.153
N 2.179 0.628 -0.126
C 4.705 0.099 -0.316
C -1.034 -1.199 -1.102
C -0.202 0.869 -0.156
C -3.059 0.568 0.298
C -2.015 -0.353 0.965
C -1.149 1.889 -0.507
C -2.472 1.764 -0.333
H -2.470 -1.337 1.121
H 0.251 -1.021 1.839
H 5.609 -0.041 0.274
H -1.776 -0.645 -1.674
H -1.791 0.082 1.949
H -0.721 2.789 -0.930
H -3.161 2.542 -0.631
H 4.889 0.866 -1.067
H -0.109 -1.284 -1.670
H -0.420 -3.423 1.717
H 4.435 -0.837 -0.798
H -1.405 -2.205 -0.907
```

E ... -26270.1343 eV
Charge ... +2

***

Density functional theory data (ωB97M-V/def2-TZVPD) for a 8-piece molecular cluster, C30H70N2O18 overall.

```
120
Properties=species:S:1:pos:R:3
O 5.224 -6.366 5.586
O -1.380 4.768 -2.134
O 0.298 -4.671 2.936
O -2.122 -0.848 2.644
O 0.755 6.884 -5.451
O 0.247 -6.911 2.573
O -3.573 -2.254 3.678
O -0.409 3.525 0.063
O -5.194 1.621 -6.438
O -0.852 5.886 -6.409
O 1.306 -5.936 4.325
O -1.253 7.919 -5.486
O -3.422 -2.333 1.553
O -4.172 1.446 -4.458
O 0.974 0.064 -0.844
O 3.305 1.312 -1.615
O 4.257 -2.981 4.479
O -5.250 3.314 -5.112
N -0.560 1.949 -2.683
N 3.546 -4.519 6.750
C 0.119 -0.300 -1.908
C -5.383 -0.037 -8.116
C 3.920 -2.123 3.402
C -2.173 5.775 -6.910
C 6.457 -6.757 5.011
C -1.249 4.187 -3.405
C 5.411 -6.163 6.981
C 1.389 7.941 -4.746
C 4.278 -3.274 6.931
C -2.958 -1.712 2.630
C -1.607 2.715 -3.343
C 0.494 -0.214 0.458
C -0.535 6.999 -5.739
C 0.147 -4.534 0.439
C -5.302 3.816 -3.753
C -1.034 0.666 -2.196
C 1.528 -7.158 5.008
C -4.608 0.389 -6.887
C -3.986 -2.586 6.054
C 4.087 -2.364 5.737
C 2.891 7.708 -4.804
C 4.091 -5.639 7.559
C 3.235 1.890 -2.887
C -0.507 -4.379 1.833
C -0.854 6.065 -1.957
C -2.876 -1.938 0.288
C -0.541 4.366 1.203
C 0.569 -5.951 3.221
C -4.815 2.079 -5.259
C -3.230 -1.805 4.971
H -1.209 6.397 -0.986
H 2.841 -1.961 3.333
H -3.812 -3.662 5.993
H -1.205 6.754 -2.733
H -5.204 -1.059 -8.436
H 3.356 -6.441 7.477
H -0.351 -1.259 -1.644
H 4.459 -1.172 3.455
H 1.479 -7.994 4.313
H -4.390 3.558 -3.220
H -2.151 -1.784 5.132
H 4.197 2.241 -3.282
H -6.445 0.137 -7.939
H -5.410 4.887 -3.866
H 0.240 6.040 -1.985
H -1.191 3.631 -0.502
H -0.884 -3.359 1.884
H 4.700 -1.452 5.822
H 1.061 8.931 -5.069
H 0.325 -5.613 0.350
H -0.438 0.331 0.613
H -0.493 5.424 0.950
H -1.954 4.623 -4.128
H 0.743 -0.404 -2.795
H 3.649 -4.891 5.811
H 2.900 1.131 -3.606
H -5.065 -2.486 5.950
H 0.223 4.049 1.911
H 6.950 -7.576 5.545
H 3.906 -2.672 7.765
H -4.645 -0.349 -6.087
H -3.567 0.601 -7.131
H -5.100 0.628 -8.934
H -2.384 4.700 -6.898
H 2.523 -7.145 5.450
H -3.001 6.136 -6.298
H 5.337 -3.427 7.164
H -3.572 -2.219 6.990
H 0.325 -1.286 0.598
H -1.354 -5.068 1.761
H -2.226 6.131 -7.936
H -3.517 -0.760 5.133
H 3.108 -1.861 5.749
H 2.646 2.814 -2.963
H 0.851 -7.318 5.847
H -2.610 2.681 -2.902
H 5.678 -7.129 7.422
H 6.343 -7.039 3.966
H 3.335 8.341 -4.029
H 7.167 -5.920 5.047
H 6.196 -5.443 7.238
H 3.336 7.886 -5.777
H -1.649 2.315 -4.359
H -1.523 0.099 -2.996
H -0.555 -4.415 -0.386
H 1.106 7.907 -3.687
H -3.042 -0.867 0.208
H 1.244 0.094 1.181
H 4.189 -5.230 8.564
H -3.456 -2.489 -0.449
H 2.407 1.018 -1.357
H -0.240 4.320 -3.815
H -1.729 0.720 -1.352
H 4.293 -2.688 2.547
H -1.484 4.141 1.711
H -6.118 3.285 -3.268
H -1.844 -2.234 0.113
H -0.169 2.479 -1.909
H 3.097 6.710 -4.416
H 1.093 -4.001 0.373
```

E ... -72076.5710 eV
Charge ... 0

***

Density functional theory data (ωB97M-V/def2-TZVPD) for C38H68BCl3InN6O2P2Si as an isolated structure.

```
122
Properties=species:S:1:pos:R:3
In -0.300 -0.454 -0.330
Cl 0.034 -3.747 -2.630
Cl 1.782 -1.206 -3.558
Cl 2.679 -3.009 -0.938
P 0.858 1.897 -1.030
P 3.570 0.259 -0.521
Si 1.050 -2.124 -1.860
O -1.098 0.829 -3.332
O 1.238 -0.613 1.415
N -1.548 2.041 1.599
N -0.321 1.656 2.118
N -2.262 -0.312 2.184
N -2.437 -0.094 -0.836
N -3.242 0.551 0.072
N -1.584 -1.309 1.529
C 2.199 1.424 3.590
C 0.202 2.724 2.708
C -2.130 -1.994 3.592
C -2.784 -1.700 -2.772
C 3.424 1.988 0.096
C -1.751 3.361 1.882
C 3.162 4.637 0.949
C 1.597 -1.601 2.392
C -2.212 -4.727 2.228
C -3.412 -1.387 -4.133
C -6.604 1.706 -0.486
C 2.203 2.660 -0.051
C 4.535 -0.515 0.836
C -2.962 4.210 1.588
C -3.879 4.261 2.817
C -0.392 3.202 -1.199
C 1.467 2.751 3.524
C -1.541 -2.348 2.379
C -4.539 0.300 -0.241
C -1.058 -3.734 2.050
C 1.642 1.991 -2.677
C -0.485 -3.847 0.654
C 4.369 3.973 1.110
C 4.920 0.431 -1.757
C 4.492 2.659 0.687
C -5.988 1.047 1.861
C 1.148 3.240 4.943
C -2.125 0.772 5.368
C -5.875 0.674 0.388
C -3.203 -3.114 -2.352
C -4.284 -0.542 5.251
C -3.229 -0.739 -1.707
C -3.213 0.199 4.454
C 2.083 3.982 0.375
C -0.651 3.827 2.555
C -4.549 -0.483 -1.380
C -2.572 -0.694 3.433
C -3.723 3.869 0.315
B -2.701 0.985 1.482
H -2.057 0.770 -3.269
H -6.125 2.683 -0.439
H -3.024 -4.492 1.536
H -3.679 1.036 3.934
H -3.096 -2.130 -4.864
H -3.849 -1.365 5.821
H -3.141 -0.405 -4.524
H -0.900 0.898 -4.273
H -5.608 2.046 2.068
H -1.870 -5.741 2.020
H -7.047 1.042 2.125
H 0.918 1.788 -3.456
H 5.528 -0.075 0.934
H 0.031 4.050 -1.739
H 0.732 -1.907 2.975
H -1.224 -3.549 -0.088
H 4.007 -0.408 1.780
H -4.749 4.889 2.617
H -4.177 2.886 0.372
H -3.077 3.890 -0.564
H 2.465 1.291 -2.764
H -4.231 3.266 3.090
H -4.760 0.135 5.961
H 4.583 0.975 -2.640
H -0.754 3.525 -0.229
H 2.018 3.010 -2.777
H 0.652 4.209 4.939
H -2.556 5.218 1.457
H -0.278 -3.995 2.773
H -0.504 4.830 2.921
H 0.402 -3.224 0.542
H -4.519 4.599 0.161
H -1.219 2.789 -1.775
H 2.131 3.487 3.064
H -4.501 -1.424 -4.072
H -1.615 -0.027 5.909
H -3.634 1.446 2.036
H -5.055 -0.955 4.600
H 5.792 0.939 -1.344
H -6.636 1.394 -1.529
H 2.019 -2.448 1.859
H -5.426 -0.864 -1.877
H 2.069 3.333 5.520
H -2.838 -3.848 -3.069
H 1.556 0.657 4.032
H 1.149 4.514 0.268
H 5.212 -0.572 -2.074
H 0.833 0.161 1.878
H 5.442 2.154 0.808
H -2.816 -3.375 -1.367
H -2.615 -4.705 3.240
H -0.187 -4.871 0.431
H -1.384 1.319 4.782
H 4.650 -1.578 0.623
H -1.699 -1.653 -2.868
H -2.561 1.456 6.098
H -3.349 4.672 3.676
H -6.433 -0.261 0.282
H 2.353 -1.192 3.060
H 5.215 4.480 1.557
H 0.497 2.530 5.458
H 2.533 1.101 2.605
H -2.251 -2.621 4.459
H -7.630 1.820 -0.134
H -5.478 0.334 2.509
H 3.057 5.665 1.271
H -4.291 -3.183 -2.313
H 3.082 1.518 4.224
```

E ... -123422.0998 eV
Charge ... +1